A 2-piece molecular cluster, C4H8O3 overall. Source: the OMol25 dataset; level of theory: the ωB97M-V functional and the def2-TZVPD basis.

Last column: Löwdin charge in e.
Atoms and positions in Å:
H -1.660 1.175 0.812  0.078
H -2.645 -0.318 0.932  0.079
O -0.662 0.522 -1.497  0.032
H 1.915 1.137 -0.414  0.129
C -2.271 0.456 0.262  -0.043
H 3.268 -0.354 0.813  0.094
C -1.483 -0.117 -0.876  -0.331
H -3.127 0.994 -0.161  0.091
O 1.942 -1.429 -1.107  0.070
O 2.588 0.134 1.298  -0.047
H -1.700 -1.160 -1.172  0.125
C 1.224 -0.894 -0.300  -0.275
H 0.354 -1.444 0.132  0.121
C 1.580 0.428 0.350  -0.231
H 0.742 0.866 0.898  0.107

Values from the calculation:
HOMO level: -9.8048 eV
calculated total energy: -382.878749 Eh
net charge: 0
relative energy (zero: lowest compared OMol25 entry of this formula, charge and spin): 226.0 kJ/mol
SMILES string: O=CCO.CC=O